Formula: C6H30O9
Source: OMol25
Level of theory: ωB97M-V with the def2-TZVPD basis set

Geometry (Å):
O: 2.728037 -3.009312 -0.405339
H: 2.320077 -3.464962 0.331001
H: 2.254977 -2.179402 -0.465859
O: 0.048047 -0.178142 -0.362369
H: -0.748363 -0.644932 -0.109279
H: 0.110627 0.545328 0.261241
O: -4.094283 3.129198 1.237881
H: -4.927303 2.733378 0.981701
H: -3.587573 2.405158 1.605641
O: -1.849843 0.403998 3.099481
H: -1.204633 0.830408 3.663481
H: -1.829263 -0.515702 3.363971
O: 2.595127 1.825508 2.706731
H: 2.951347 1.929418 3.589081
H: 2.542607 2.717158 2.362591
O: -1.964563 -3.414712 2.482071
H: -2.531953 -3.529122 3.244441
H: -2.365663 -3.954862 1.801181
O: 2.361087 -1.177942 -5.120979
H: 1.766277 -1.729562 -5.629059
H: 2.091097 -1.307722 -4.211869
C: -6.529633 0.953538 -2.345069
C: -6.989183 0.152508 -1.155999
C: -5.952233 -0.712212 -0.477639
O: -7.409993 1.048948 -0.187359
H: -5.741143 1.639528 -2.035559
H: -7.308783 1.618748 -2.717259
H: -6.186063 0.285978 -3.135269
H: -7.847093 -0.444272 -1.465739
H: -5.023073 -0.161052 -0.332779
H: -5.880073 -1.660132 -1.010879
H: -6.262003 -1.050182 0.511261
H: -8.154253 1.557048 -0.518279
C: 8.180597 0.733668 0.537591
C: 6.721137 0.372688 0.392841
C: 5.987277 0.656998 -0.862309
O: 6.589047 -0.984252 0.751221
H: 8.354877 1.796758 0.371531
H: 8.789397 0.148408 -0.151559
H: 8.584647 0.495158 1.521431
H: 6.140067 0.958958 1.104711
H: 6.105717 1.720548 -1.069469
H: 4.910557 0.487668 -0.851709
H: 6.522517 0.145178 -1.662089
H: 5.731817 -1.173412 0.362651

Cartesian forces (eV/Å) of the 3 atoms listed first:
0.24 -0.10 -0.17
-0.08 -0.12 0.19
-0.23 0.33 -0.01

SMILES ... CC(C)O.CC(C)O.O.O.O.O.O.O.O
HOMO energy ... -0.3540 Eh
Orbital gap ... 9.68 eV
ΔE to the lowest compared entry with this formula, charge and spin ... 257.1 kJ/mol

Atom charges from the natural (NBO) analysis, given in e for atoms 1 to 6: -0.945 0.468 0.477 -0.950 0.473 0.477